# C35H47ClF6Ge2N4O6PtS3

A structure of composition C35H47ClF6Ge2N4O6PtS3 (ωB97M-V/def2-TZVPD, the OMol25 dataset).

Each line ends with the Mulliken charge.
Cartesian coordinates (Å):
Pt  -0.52  -0.22  -0.24  3.872
F  1.05  -3.03  1.32  -0.179
C  1.22  -2.66  2.60  0.593
F  0.23  -3.19  3.31  -0.221
F  2.38  -3.12  3.03  -0.214
S  1.13  -0.83  2.73  1.109
O  -0.13  -0.52  2.05  -0.559
O  1.17  -0.53  4.12  -0.686
N  2.41  -0.39  1.96  -0.639
S  2.62  0.54  0.73  1.067
O  3.62  1.52  0.93  -0.718
O  1.37  1.03  0.13  -1.108
C  3.28  -0.62  -0.54  0.557
F  3.47  0.06  -1.67  -0.011
F  2.38  -1.59  -0.78  -0.182
F  4.41  -1.16  -0.14  -0.240
C  3.47  4.36  -5.99  -1.726
C  2.16  3.61  -6.24  1.428
C  1.03  4.65  -6.36  -1.766
C  2.26  2.89  -7.59  -1.707
C  1.88  2.64  -5.05  2.204
O  1.44  3.38  -3.90  -0.494
C  3.08  1.80  -4.57  -0.757
C  3.71  0.78  -5.52  -0.732
C  4.49  -0.25  -4.73  -0.380
C  4.03  -1.55  -4.61  -0.115
C  4.71  -2.48  -3.83  -1.011
C  5.86  -2.10  -3.17  0.397
Cl  6.71  -3.25  -2.19  -0.220
C  6.35  -0.80  -3.29  -0.948
C  5.66  0.11  -4.07  -0.071
C  0.68  1.74  -5.36  -2.808
N  0.42  0.80  -4.28  1.835
C  0.02  1.06  -3.05  -0.260
N  0.01  -0.07  -2.35  -0.181
C  0.41  -1.01  -3.25  -1.017
N  0.68  -0.52  -4.43  -0.976
H  3.60  5.13  -6.76  0.518
H  4.34  3.70  -6.05  0.300
H  3.48  4.87  -5.03  0.313
H  1.25  5.32  -7.19  0.476
H  0.93  5.25  -5.45  0.299
H  0.06  4.19  -6.57  0.356
H  2.55  3.61  -8.35  0.511
H  1.30  2.46  -7.90  0.358
H  3.00  2.09  -7.59  0.246
H  2.20  3.81  -3.50  0.521
H  2.74  1.27  -3.68  -0.679
H  3.85  2.49  -4.22  1.210
H  4.37  1.27  -6.24  0.457
H  2.94  0.26  -6.10  0.605
H  3.12  -1.85  -5.13  0.439
H  4.35  -3.50  -3.75  0.459
H  7.26  -0.52  -2.78  0.447
H  6.05  1.12  -4.17  0.431
H  0.84  1.14  -6.25  0.289
H  -0.21  2.35  -5.50  0.530
H  -0.23  2.04  -2.69  0.377
H  0.54  -2.05  -3.01  0.513
C  -1.85  -3.39  -1.09  -1.236
S  -2.22  -1.84  -0.29  0.472
C  -2.64  -2.40  1.34  -0.971
O  -3.44  -1.28  -0.92  -0.700
H  -2.72  -4.03  -1.00  0.532
H  -0.98  -3.83  -0.62  0.340
H  -1.65  -3.16  -2.14  0.317
H  -1.78  -2.92  1.77  0.262
H  -3.51  -3.05  1.26  0.611
H  -2.87  -1.51  1.93  0.028
C  0.25  4.01  -0.75  -0.695
Ge  -1.06  3.67  0.64  0.493
C  -0.31  3.04  2.32  -0.578
C  -2.38  5.08  0.93  -1.085
Ge  -2.37  1.40  -0.33  -2.109
C  -2.96  2.03  -2.07  0.414
C  -3.14  3.39  -2.35  0.253
C  -3.46  3.81  -3.64  -0.812
C  -3.60  2.88  -4.66  -0.623
C  -3.43  1.53  -4.39  -0.804
C  -3.10  1.11  -3.11  -0.205
C  -3.60  1.69  1.13  0.872
C  -3.24  1.29  2.43  -0.321
C  -4.13  1.48  3.48  -1.150
C  -5.36  2.06  3.25  -0.598
C  -5.73  2.46  1.97  -0.686
C  -4.85  2.28  0.91  -0.606
H  0.80  4.92  -0.46  0.624
H  -0.21  4.19  -1.72  0.303
H  0.96  3.19  -0.81  -0.005
H  0.60  3.62  2.51  0.567
H  -0.03  1.99  2.26  -0.188
H  -1.01  3.18  3.13  0.409
H  -1.90  5.86  1.52  0.464
H  -3.22  4.69  1.49  0.312
H  -2.73  5.52  0.00  0.381
H  -3.05  4.13  -1.57  0.230
H  -3.60  4.87  -3.84  0.460
H  -3.84  3.21  -5.66  0.451
H  -3.55  0.80  -5.18  0.462
H  -2.98  0.05  -2.91  0.439
H  -2.28  0.83  2.61  0.824
H  -3.85  1.17  4.48  0.474
H  -6.05  2.21  4.07  0.414
H  -6.70  2.90  1.79  0.450
H  -5.13  2.59  -0.09  0.403

Calculated values
F_max: 0.167 eV Å⁻¹
Total charge: +1
Gap between HOMO and LUMO (spin up / spin down): 0.2971 / 0.2059 Eh
2S+1: 4
ΔE to the lowest compared entry with this formula, charge and spin: 0.0050 eV

# C26H26Cl2CoN7O3SeSi

A structure of composition C26H26Cl2CoN7O3SeSi (ωB97M-V/def2-TZVPD, the OMol25 dataset).

Each line ends with the Mulliken charge.
Cartesian coordinates (Å):
Co  0.10  -0.72  -0.48  0.845
Cl  -2.34  -5.72  -4.57  -0.225
C  -1.54  -4.28  -4.03  0.042
C  -1.74  -3.87  -2.72  -0.792
C  -1.12  -2.72  -2.25  0.080
N  -1.21  -2.24  -0.93  -0.078
C  -2.34  -2.41  -0.24  0.231
O  -3.39  -2.95  -0.59  -0.769
C  -2.28  -1.85  1.17  0.131
C  -3.29  -2.17  2.07  -0.699
C  -3.23  -1.65  3.35  -0.375
C  -2.18  -0.80  3.68  -1.130
C  -1.23  -0.53  2.72  -0.173
N  -1.27  -1.05  1.49  0.389
C  -0.29  -1.97  -3.10  0.463
C  -0.11  -2.39  -4.42  -0.815
C  -0.73  -3.54  -4.87  0.008
Cl  -0.48  -4.02  -6.52  -0.225
N  0.35  -0.88  -2.52  -0.141
C  0.66  0.20  -3.24  0.105
O  0.43  0.45  -4.42  -0.779
C  1.45  1.21  -2.42  0.297
C  2.03  2.30  -3.05  -0.712
C  2.82  3.16  -2.31  -0.387
C  3.00  2.91  -0.96  -1.278
C  2.35  1.81  -0.41  0.014
N  1.59  0.98  -1.11  0.411
H  -2.39  -4.44  -2.07  0.540
H  -4.09  -2.82  1.74  0.545
H  -4.00  -1.88  4.08  0.425
H  -2.10  -0.36  4.66  0.466
H  -0.41  0.16  2.91  0.440
H  0.51  -1.81  -5.09  0.543
H  1.85  2.43  -4.11  0.531
H  3.30  4.01  -2.78  0.433
H  3.61  3.54  -0.34  0.483
H  2.42  1.60  0.65  0.370
C  3.04  -1.95  4.13  -1.143
Si  3.11  -0.63  2.81  0.693
C  4.87  -0.39  2.22  -1.122
C  2.48  1.00  3.45  -1.113
Se  1.94  -1.58  1.05  -0.489
H  3.71  -1.68  4.94  0.353
H  3.35  -2.92  3.74  0.318
H  2.04  -2.05  4.54  0.327
H  5.46  -0.20  3.13  0.328
H  4.99  0.46  1.56  0.327
H  5.29  -1.27  1.73  0.333
H  3.15  1.26  4.27  0.512
H  1.46  0.98  3.84  0.332
H  2.53  1.78  2.69  0.298
C  -1.36  4.09  1.63  -0.912
N  -1.71  3.14  0.58  0.177
C  -2.76  3.33  -0.24  -0.122
C  -3.08  2.45  -1.20  -1.264
C  -2.24  1.29  -1.32  0.635
N  -1.22  1.08  -0.50  0.841
C  -0.92  1.99  0.48  0.024
O  -0.01  1.83  1.28  -0.437
N  -2.51  0.39  -2.27  -0.007
H  -2.00  4.96  1.52  0.351
H  -0.32  4.38  1.53  0.272
H  -1.51  3.64  2.61  0.270
H  -3.33  4.24  -0.08  0.363
H  -3.92  2.60  -1.85  0.458
H  -3.31  0.51  -2.87  0.241
H  -1.95  -0.44  -2.37  -0.060

Calculated values
F_max: 0.519 eV Å⁻¹
Gap between HOMO and LUMO (spin up / spin down): 0.2664 / 0.1690 Eh
2S+1: 5
ΔE to the lowest compared entry with this formula, charge and spin: 0.0000 eV

# C25H26AuN5O3

A structure of composition C25H26AuN5O3 (ωB97M-V/def2-TZVPD, the OMol25 dataset).

Each line ends with the Mulliken charge.
Cartesian coordinates (Å):
Au  0.30  0.39  1.20  0.788
C  -0.06  3.67  1.70  -1.348
C  -1.16  2.88  2.35  0.892
C  -2.17  3.51  3.07  -0.688
C  -3.18  2.77  3.63  -0.549
C  -3.17  1.38  3.49  -0.607
C  -2.16  0.79  2.79  0.588
N  -1.17  1.55  2.22  -0.259
C  -2.03  -0.69  2.64  0.449
C  -2.95  -1.65  2.99  -0.520
C  -2.63  -2.99  2.79  -0.978
C  -1.41  -3.36  2.23  -0.484
C  -0.53  -2.36  1.87  0.450
N  -0.87  -1.10  2.11  -0.137
C  0.83  -2.53  1.26  0.820
C  1.36  -3.76  0.97  -0.695
C  2.67  -3.83  0.51  -0.716
C  3.41  -2.67  0.38  -0.705
C  2.83  -1.44  0.66  0.702
C  3.61  -0.16  0.55  -1.357
N  1.54  -1.39  1.06  0.134
H  0.50  4.23  2.45  0.420
H  -0.49  4.40  1.00  0.360
H  0.63  3.04  1.15  0.155
H  -2.15  4.59  3.17  0.497
H  -3.97  3.25  4.19  0.466
H  -3.95  0.78  3.95  0.400
H  -3.91  -1.38  3.41  0.419
H  -3.34  -3.76  3.06  0.462
H  -1.17  -4.40  2.07  0.443
H  0.79  -4.66  1.13  0.425
H  3.12  -4.78  0.28  0.487
H  4.44  -2.70  0.06  0.475
H  4.67  -0.37  0.64  0.553
H  3.34  0.53  1.35  0.251
H  3.43  0.32  -0.41  0.166
C  -1.57  2.33  -2.76  -1.127
C  -0.17  2.11  -3.32  -1.240
C  0.48  0.74  -2.96  2.144
C  1.92  0.70  -3.51  -1.225
C  2.61  -0.63  -3.27  -1.201
C  -0.35  -0.37  -3.61  -0.126
O  -0.32  -0.57  -4.78  -0.521
N  -1.19  -1.15  -2.79  0.026
C  -1.26  -1.14  -1.42  0.026
O  -1.97  -1.82  -0.74  -0.566
N  -0.38  -0.18  -0.88  -0.034
C  0.50  0.64  -1.47  0.663
O  1.24  1.30  -0.71  -0.789
H  -1.94  3.30  -3.09  0.491
H  -1.59  2.33  -1.67  0.164
H  -2.28  1.58  -3.12  0.299
H  0.51  2.88  -2.97  0.422
H  -0.18  2.15  -4.41  0.500
H  2.47  1.52  -3.05  0.537
H  1.85  0.91  -4.58  0.477
H  2.61  -0.91  -2.21  0.172
H  3.65  -0.59  -3.58  0.461
H  2.14  -1.44  -3.83  0.388
H  -1.80  -1.82  -3.25  0.304

Calculated values
F_max: 0.714 eV Å⁻¹
Total charge: +2
Gap between HOMO and LUMO (spin up / spin down): 0.3102 / 0.2117 Eh
2S+1: 3
ΔE to the lowest compared entry with this formula, charge and spin: 0.0951 eV